No. 1
Molecular formula: C56H63BN11P3SW
Method: DFT, wB97M-V/def2-TZVPD

CARTESIAN COORDINATES (ANGSTROEM)
W (-0.1510, 0.1107, -0.4072)
B (2.1117, 1.6973, 1.7300)
N (2.0164, 0.1620, 1.8935)
C (2.8507, -0.5729, 2.6380)
C (2.7423, -1.8974, 2.2505)
C (1.7924, -1.8792, 1.2383)
N (1.3486, -0.6327, 1.0378)
N (0.6872, 2.3058, 1.6688)
C (0.2815, 3.4038, 2.3032)
C (-0.9564, 3.7827, 1.8020)
C (-1.2397, 2.8330, 0.8381)
N (-0.2399, 1.9337, 0.7560)
H (2.6866, 2.1577, 2.6689)
H (2.6503, 1.9088, 0.6790)
H (3.4730, -0.1089, 3.3846)
H (3.2775, -2.7424, 2.6477)
H (1.4349, -2.6959, 0.6351)
H (0.8949, 3.8603, 3.0617)
H (-1.5570, 4.6249, 2.0979)
H (-2.1221, 2.7582, 0.2318)
C (-6.8140, -4.2605, 0.3907)
S (-5.4873, -4.8494, 1.4799)
C (-4.3229, -5.5307, 0.2387)
C (-2.9804, -4.7903, 0.1533)
C (-3.1652, -3.2987, -0.1196)
N (-1.9600, -2.4613, -0.0377)
P (-1.3892, -1.6722, 1.3829)
C (-1.4094, -3.0144, 2.6348)
C (-0.2917, -3.8369, 2.7886)
C (-0.3482, -4.9450, 3.6185)
C (-1.5150, -5.2400, 4.3090)
C (-2.6140, -4.4027, 4.1931)
C (-2.5612, -3.2879, 3.3702)
C (-2.6546, -0.5783, 2.1729)
C (-4.0462, -0.5875, 2.0610)
C (-4.8145, 0.3052, 2.7967)
C (-4.2068, 1.1986, 3.6665)
C (-2.8260, 1.2000, 3.8033)
C (-2.0563, 0.3257, 3.0522)
P (-0.8693, -2.0894, -1.3430)
C (0.2457, -3.5178, -1.5052)
C (1.1220, -3.5239, -2.5918)
C (2.0428, -4.5476, -2.7353)
C (2.1123, -5.5590, -1.7865)
C (1.2403, -5.5587, -0.7085)
C (0.3053, -4.5433, -0.5684)
C (-1.8865, -2.3042, -2.8405)
C (-2.2031, -3.5778, -3.3148)
C (-2.9877, -3.7246, -4.4473)
C (-3.4495, -2.6053, -5.1276)
C (-3.1197, -1.3358, -4.6757)
C (-2.3393, -1.1870, -3.5389)
H (-7.5416, -3.7643, 1.0298)
H (-7.2901, -5.1005, -0.1088)
H (-6.4204, -3.5542, -0.3403)
H (-4.8398, -5.5240, -0.7215)
H (-4.1489, -6.5668, 0.5205)
H (-2.3907, -5.2500, -0.6441)
H (-2.4414, -4.9283, 1.0929)
H (-3.8778, -2.9332, 0.6184)
H (-3.6079, -3.1613, -1.1099)
H (0.6306, -3.6095, 2.2730)
H (0.5224, -5.5780, 3.7315)
H (-1.5627, -6.1161, 4.9422)
H (-3.5208, -4.6105, 4.7456)
H (-3.4289, -2.6506, 3.3048)
H (-4.5464, -1.3221, 1.4352)
H (-5.8946, 0.2800, 2.7178)
H (-4.8139, 1.8742, 4.2546)
H (-2.3475, 1.8860, 4.4890)
H (-0.9756, 0.3279, 3.1650)
H (1.0699, -2.7315, -3.3305)
H (2.7058, -4.5611, -3.5908)
H (2.8430, -6.3499, -1.8924)
H (1.2785, -6.3567, 0.0221)
H (-0.3891, -4.5559, 0.2620)
H (-1.8256, -4.4538, -2.8020)
H (-3.2311, -4.7160, -4.8064)
H (-4.0510, -2.7240, -6.0191)
H (-3.4638, -0.4638, -5.2185)
H (-2.0418, -0.2039, -3.2013)
C (-2.5324, 3.9942, -4.1339)
N (-1.4121, 3.2167, -3.6133)
C (-0.0896, 3.4115, -4.2004)
C (-1.5537, 2.2775, -2.6599)
N (-0.5861, 1.6080, -2.1387)
N (-2.8540, 2.0252, -2.2396)
C (-3.2020, 1.1088, -1.2843)
N (-4.5356, 0.9499, -1.1200)
N (-2.3367, 0.4163, -0.6192)
H (-2.1404, 4.8849, -4.6141)
H (-3.1883, 4.3403, -3.3342)
H (-3.1106, 3.4388, -4.8788)
H (-0.1740, 4.1000, -5.0343)
H (0.3191, 2.4694, -4.5751)
H (0.6072, 3.8415, -3.4759)
H (0.3139, 1.8750, -2.5092)
H (-3.6010, 2.4150, -2.7875)
H (-5.1735, 1.6475, -1.4670)
H (-4.8517, 0.4458, -0.3069)
H (-2.8408, -0.2011, 0.0027)
N (1.5051, 0.2200, -1.3679)
P (2.7656, 0.3625, -2.2941)
C (4.1452, -0.6613, -1.7363)
C (4.5718, -1.7990, -2.4099)
C (5.5711, -2.5863, -1.8566)
C (6.1364, -2.2413, -0.6376)
C (5.7103, -1.1019, 0.0341)
C (4.7127, -0.3133, -0.5106)
C (2.3795, -0.0905, -4.0153)
C (3.3015, 0.0805, -5.0449)
C (2.9607, -0.2698, -6.3418)
C (1.7033, -0.7923, -6.6158)
C (0.7825, -0.9693, -5.5920)
C (1.1193, -0.6149, -4.2938)
C (3.4048, 2.0594, -2.3570)
C (4.7157, 2.3183, -2.7453)
C (5.1740, 3.6254, -2.7886)
C (4.3360, 4.6711, -2.4262)
C (3.0316, 4.4140, -2.0285)
C (2.5646, 3.1100, -1.9978)
H (4.1396, -2.0589, -3.3691)
H (5.9140, -3.4692, -2.3809)
H (6.9171, -2.8588, -0.2131)
H (6.1594, -0.8256, 0.9792)
H (4.3696, 0.5800, 0.0025)
H (4.2829, 0.4853, -4.8307)
H (3.6794, -0.1398, -7.1400)
H (1.4438, -1.0651, -7.6304)
H (-0.1923, -1.3926, -5.8037)
H (0.4158, -0.7392, -3.4808)
H (5.3871, 1.5055, -2.9961)
H (6.1915, 3.8284, -3.0946)
H (4.7068, 5.6874, -2.4395)
H (2.3852, 5.2269, -1.7233)
H (1.5566, 2.8969, -1.6598)

The orbital gap (spin up / spin down) comes out at 6.6151 / 6.6151 eV. For the LUMO energy (spin up / spin down), the calculation gives -5.04 / -5.04 eV. As for the HOMO energy (spin up / spin down): -11.7 / -11.7 eV. The charge is +2.

Results of the Mulliken charge analysis, in e, for atoms 1 through 99: W 2.914; B 0.415; N -0.375; C -0.800; C -1.494; C -0.498; N 1.193; N -0.074; C -0.558; C -1.450; C -0.205; N 0.781; H -0.154; H -0.240; H 0.613; H 0.570; H 0.726; H 0.523; H 0.571; H 0.332; C -0.877; S -0.060; C -1.307; C 0.025; C 0.213; N 0.093; P 0.433; C 1.282; C -0.136; C -1.106; C -0.754; C -0.782; C -0.627; C 1.003; C -0.089; C -1.150; C -0.887; C -0.655; C -1.637; P 1.908; C 0.444; C -0.370; C -0.758; C -1.062; C -1.119; C -0.666; C 0.488; C -0.536; C -0.949; C -1.034; C -0.772; C 0.161; H 0.379; H 0.343; H 0.197; H 0.556; H 0.512; H 0.151; H -0.087; H -0.454; H 0.511; H 0.446; H 0.513; H 0.429; H 0.500; H 0.407; H 1.031; H 0.512; H 0.436; H 0.514; H 0.390; H 0.200; H 0.516; H 0.434; H 0.528; H 0.552; H 0.559; H 0.498; H 0.429; H 0.524; H -0.270; C -1.154; N 0.173; C -0.821; C 0.166; N 0.328; N 0.262; C -0.124; N -0.402; N 1.166; H 0.354; H 0.403; H 0.326; H 0.402; H 0.244; H 0.237; H -2.017; H 0.390; H 0.263



No. 2
Molecular formula: C19H32AsCdN3O3S
Method: DFT, wB97M-V/def2-TZVPD

CARTESIAN COORDINATES (ANGSTROEM)
Cd (-0.9297, -0.7432, 0.7679)
N (-2.1297, -0.8531, -1.5598)
C (-3.2738, -1.7467, -1.4306)
C (-3.4772, -2.3999, -0.0590)
O (-4.4088, -3.2257, 0.0181)
N (-2.7339, -1.9416, 0.9288)
C (-3.1362, -2.2658, 2.2740)
C (-2.4917, -1.3410, 3.3246)
O (-2.7933, -1.5421, 4.5068)
O (-1.7135, -0.4173, 2.9040)
H (-2.3006, -0.1446, -2.2614)
H (-1.2655, -1.3307, -1.7915)
H (-3.3126, -2.5321, -2.1934)
H (-4.1711, -1.1346, -1.5519)
H (-2.9284, -3.3066, 2.5497)
H (-4.2201, -2.1443, 2.3852)
C (-2.2829, 4.6637, -1.3616)
As (-2.4189, 2.7550, -1.0231)
C (-0.7411, 2.0974, -1.7107)
C (-2.3688, 2.6476, 0.8955)
S (-4.1354, 1.9739, -1.8989)
H (-1.3717, 5.0647, -0.9183)
H (-3.1560, 5.1571, -0.9368)
H (-2.2736, 4.8201, -2.4394)
H (0.0236, 2.8642, -1.5977)
H (-0.8801, 1.8734, -2.7681)
H (-0.4133, 1.1934, -1.1858)
H (-1.5259, 3.2062, 1.2943)
H (-2.3084, 1.6013, 1.1991)
H (-3.3052, 3.0549, 1.2760)
C (1.6537, 0.5254, 3.0026)
C (2.2629, 1.3419, 1.8613)
C (1.2669, 2.3659, 1.3180)
C (2.9092, 0.4994, 0.7782)
C (4.2693, 0.6975, 0.5959)
C (5.0435, -0.0255, -0.3072)
C (4.3905, -1.0348, -1.0112)
C (3.0375, -1.2830, -0.8841)
C (2.4776, -2.4666, -1.6473)
C (1.9352, -3.5507, -0.7129)
C (1.4353, -2.1180, -2.7229)
C (2.1765, -0.4586, -0.0454)
N (0.8684, -0.6159, -0.1328)
H (1.2047, 1.1828, 3.7537)
H (2.4268, -0.0736, 3.4901)
H (0.8732, -0.1535, 2.6677)
H (3.0832, 1.9198, 2.3079)
H (0.3990, 1.8544, 0.9080)
H (1.7248, 2.9545, 0.5180)
H (0.9369, 3.0451, 2.1133)
H (4.7570, 1.4551, 1.2096)
H (6.1054, 0.1568, -0.4229)
H (4.9670, -1.6677, -1.6859)
H (3.3363, -2.9020, -2.1757)
H (1.1243, -3.1355, -0.1127)
H (2.7193, -3.9063, -0.0404)
H (1.5509, -4.4047, -1.2814)
H (0.4288, -2.2411, -2.3307)
H (1.5410, -2.7793, -3.5923)
H (1.5387, -1.0847, -3.0548)

The orbital gap comes out at 4.6717 eV. For the LUMO energy, the calculation gives 4.39 eV. As for the HOMO energy: -0.3 eV. The charge is -2.

Atom-resolved charges from Mulliken, all expressed in e: Cd 1.548; N -0.295; C -0.448; C 0.289; O -0.811; N -0.183; C -0.360; C 0.186; O -0.775; O -0.625; H 0.142; H -0.044; H 0.284; H 0.135; H 0.248; H 0.354; C -1.184; As 0.670; C -0.534; C -0.918; S -0.552; H 0.387; H 0.369; H 0.330; H 0.467; H 0.441; H -0.242; H 0.296; H 0.152; H 0.424; C -1.521; C 0.530; C -1.119; C 0.518; C -0.668; C -1.229; C -0.678; C 0.530; C 0.346; C -1.546; C -1.315; C 0.319; N -0.566; H 0.372; H 0.429; H 0.063; H 0.318; H -0.368; H 0.358; H 0.574; H 0.249; H 0.290; H 0.239; H 0.464; H 0.067; H 0.383; H 0.412; H 0.033; H 0.456; H 0.309



No. 3
Molecular formula: C31H44BrN3OP2V
Method: DFT, wB97M-V/def2-TZVPD

CARTESIAN COORDINATES (ANGSTROEM)
C (-0.6245, 7.2613, -6.1414)
C (-0.8049, 5.8817, -6.3704)
C (-1.1038, 5.5118, -7.6995)
C (-1.2106, 6.5003, -8.6944)
N (-1.0403, 7.8163, -8.4693)
C (-0.7514, 8.1726, -7.2044)
C (-0.7184, 4.9239, -5.3005)
C (-0.6788, 4.1385, -4.3483)
C (-0.7182, 3.1290, -3.3855)
C (0.3541, 3.0997, -2.4542)
C (0.5732, 1.8871, -1.7427)
C (-0.2861, 0.7727, -2.1364)
C (-1.5235, 0.9342, -2.7375)
C (-1.7361, 2.1234, -3.4451)
V (0.1116, 0.2769, -0.2705)
P (1.9618, -0.8787, -0.9175)
H (-1.2789, 4.4790, -7.9962)
H (-0.4051, 7.6627, -5.1534)
H (-1.4484, 6.2488, -9.7406)
H (-0.6214, 9.2565, -7.0574)
H (-2.5954, 2.2741, -4.1219)
H (1.0545, 3.9666, -2.3576)
H (-2.2774, 0.1274, -2.7516)
H (1.4783, 1.8608, -1.1000)
C (2.3053, -2.5020, -0.1733)
C (3.2373, -3.4321, -0.9664)
H (1.3290, -2.9968, -0.0312)
H (2.7229, -2.3135, 0.8308)
H (3.3986, -4.3253, -0.3424)
H (2.7919, -3.7628, -1.9165)
H (4.2196, -2.9854, -1.1858)
C (1.8989, -1.1822, -2.7444)
C (2.8826, -0.4497, -3.6509)
H (0.8695, -0.8755, -2.9970)
H (1.9518, -2.2621, -2.9447)
H (2.5939, -0.6685, -4.6891)
H (2.8691, 0.6434, -3.5374)
H (3.9141, -0.8024, -3.5171)
C (3.4420, 0.1625, -0.5497)
C (4.8123, -0.4952, -0.6459)
H (3.2818, 0.5600, 0.4665)
H (3.3929, 1.0214, -1.2325)
H (5.5601, 0.2895, -0.4799)
H (4.9726, -1.2666, 0.1143)
H (5.0133, -0.9302, -1.6308)
Br (-1.8316, -1.0990, -0.1937)
P (-2.4552, -3.2115, -4.0813)
C (-0.6603, -3.3857, -3.9773)
C (-0.2757, -4.8541, -4.2596)
H (-0.3165, -3.0729, -2.9769)
H (-0.2177, -2.7366, -4.7506)
H (0.7875, -4.9331, -4.5348)
H (-0.4478, -5.4981, -3.3829)
H (-0.8618, -5.2868, -5.0880)
C (-3.0723, -3.2060, -2.4010)
C (-4.5014, -3.7307, -2.2097)
H (-3.0910, -2.1355, -2.1539)
H (-2.3664, -3.7273, -1.7382)
H (-4.7185, -3.8460, -1.1355)
H (-5.2130, -2.9998, -2.6188)
H (-4.7061, -4.6957, -2.6940)
C (-2.7510, -1.5525, -4.7669)
C (-3.0298, -1.6875, -6.2842)
H (-1.8789, -0.8965, -4.5925)
H (-3.6420, -1.1217, -4.2749)
H (-3.4637, -0.7502, -6.6694)
H (-2.1038, -1.8974, -6.8461)
H (-3.7389, -2.5069, -6.5001)
N (1.6091, 2.6894, 5.7454)
C (1.8706, 2.0753, 4.5472)
O (2.9827, 1.6824, 4.2501)
C (0.7241, 1.9954, 3.6147)
C (-0.4556, 2.7359, 3.7708)
C (-1.4350, 2.6430, 2.7896)
C (-1.2253, 1.8955, 1.6296)
N (-0.0364, 1.2448, 1.4608)
C (0.9270, 1.2775, 2.4330)
H (2.2937, 2.6227, 6.4529)
H (0.6405, 2.7947, 6.0737)
H (-0.5939, 3.4099, 4.6150)
H (-2.3850, 3.1585, 2.8761)
H (-1.9697, 1.8230, 0.8206)
H (1.8639, 0.7763, 2.1847)

The orbital gap (spin up / spin down) comes out at 3.5309 / 3.5398 eV. For the LUMO energy (spin up / spin down), the calculation gives -14.62 / -14.61 eV. The calculation puts the relative energy (zero: lowest compared OMol25 entry of this formula, charge and spin) at 0.0 kcal/mol. As for the HOMO energy (spin up / spin down): -18.2 / -18.2 eV. The charge is +4. As for the spin multiplicity: 2. Its expectation value of S² is 0.752.

Atom-resolved charges from Mulliken, all expressed in e: C -0.419; C 0.781; C -0.433; C -0.344; N -0.413; C -0.353; C 0.250; C -0.854; C 1.122; C -1.179; C 0.230; C 0.715; C -0.435; C -1.083; V -0.667; P 1.698; H 0.401; H 0.415; H 0.386; H 0.392; H 0.543; H 0.516; H 0.606; H 0.450; C -0.659; C -1.025; H 0.560; H 0.488; H 0.418; H 0.247; H 0.267; C 0.744; C -1.622; H -0.419; H 0.206; H 0.431; H 0.311; H 0.355; C -0.470; C -1.467; H 0.425; H 0.464; H 0.442; H 0.388; H 0.267; Br -0.139; P 0.156; C 0.339; C -1.450; H -0.275; H 0.493; H 0.389; H 0.371; H 0.449; C 0.335; C -1.406; H -0.481; H 0.661; H 0.390; H 0.351; H 0.387; C -0.063; C -1.363; H -0.016; H 0.596; H 0.407; H 0.339; H 0.393; N -0.366; C 0.462; O -0.568; C 0.233; C -0.397; C -1.033; C -0.162; N 0.105; C -0.115; H 0.275; H 0.183; H 0.426; H 0.452; H 0.422; H 0.542



No. 4
Molecular formula: CHBr2NO2
Method: DFT, wB97M-V/def2-TZVPD

CARTESIAN COORDINATES (ANGSTROEM)
O (1.0088, 0.1705, -1.5954)
N (0.5706, -0.3989, -0.6297)
O (0.6973, -1.5528, -0.3418)
C (-0.1782, 0.4655, 0.2962)
Br (0.5348, 0.4358, 2.0233)
Br (-2.2540, -0.5764, 0.3438)
H (-0.3793, 1.4563, -0.0963)

The orbital gap comes out at 8.8864 eV. For the LUMO energy, the calculation gives -1.95 eV. The calculation puts the relative energy (zero: lowest compared OMol25 entry of this formula, charge and spin) at 12.7 kcal/mol. As for the HOMO energy: -10.8 eV. As for the SMILES: O=[N+]([O-])C(Br)Br.

Atom-resolved charges from Mulliken, all expressed in e: O -0.531; N 0.867; O -0.430; C -0.356; Br 0.046; Br -0.087; H 0.490



Record order is preserved below.
DFT total energy: -4287.9868 -3934.9157 -5646.1823 -5391.8252 a.u.